# 1
The following is a quantum chemistry calculation of a 15-piece molecular cluster, H30O15 overall at a distorted geometry, from OMol25.

Output
* frontier orbital gap: 10.7 eV
* lowest unoccupied orbital energy: -0.15 eV
* total charge: 0
* HOMO energy: -10.9 eV

CARTESIAN COORDINATES (ANGSTROEM)
O  4.4567  -0.2417  -0.9232
H  3.6774  -0.1155  -0.3341
H  4.8962  -1.0898  -0.7134
O  -0.7516  4.4432  -0.3715
H  -0.8396  3.9287  0.3665
H  -0.5629  3.8300  -1.1792
O  -2.4441  -2.8196  1.6808
H  -1.9989  -3.5197  1.4698
H  -3.4154  -2.8963  1.5646
O  2.2611  -2.1077  3.5055
H  2.1921  -1.9885  2.5483
H  3.0486  -1.8178  3.8746
O  0.1213  2.2538  2.5916
H  -0.4621  2.5948  3.2844
H  -0.0172  1.3421  2.4232
O  -4.4065  0.7722  -2.5960
H  -4.5089  0.7369  -1.6306
H  -3.7256  1.5050  -2.8963
O  0.2964  0.5337  -1.2777
H  1.1520  0.9634  -1.2044
H  -0.3962  1.0137  -1.6197
O  -2.7076  2.4579  -0.2392
H  -2.0754  2.6809  0.4481
H  -3.4101  2.4839  0.4099
O  0.1616  -0.9867  1.0037
H  0.6547  -0.0433  0.9013
H  -0.8032  -1.0636  1.3108
O  3.0848  -0.2813  2.1015
H  3.8589  0.2673  2.0690
H  2.6093  -0.0521  2.7350
O  -3.1828  -0.6521  0.1411
H  -2.7189  0.2100  0.1159
H  -2.5428  -1.1629  -0.3006
O  2.8641  0.7365  -2.6896
H  3.6977  1.0502  -2.1937
H  3.1758  -0.2061  -2.8180
O  2.2218  -1.6477  -3.0393
H  1.7413  -0.9887  -2.4980
H  1.7712  -1.5458  -3.9655
O  -0.0327  -0.5374  3.4452
H  0.0039  -1.4023  2.9337
H  -0.0086  -0.9551  4.4000
O  -2.0164  -1.9378  -3.6983
H  -1.5446  -1.4658  -3.1023
H  -2.8563  -2.1757  -3.4765

Atomic partial charges in e from the Löwdin method, atoms 1 to 8: O -0.0747; H 0.0475; H 0.0772; O -0.0485; H -0.0648; H 0.1012; O 0.0179; H -0.0565

---

# 2
The following is a quantum chemistry calculation of a 2-piece molecular cluster, C3H9NS overall, from OMol25.

Output
* frontier orbital gap: 9.9 eV
* lowest unoccupied orbital energy: 0.95 eV
* total charge: 0
* HOMO energy: -8.9 eV

CARTESIAN COORDINATES (ANGSTROEM)
C  2.7018  0.5256  0.6653
N  2.4282  0.1383  -0.5048
H  2.7500  -0.1201  1.5434
H  3.0294  1.5566  0.7971
H  -0.0431  1.3334  0.1262
H  2.0935  -0.8269  -0.4989
C  -1.4656  -0.6273  -0.9944
C  -1.8358  -0.2003  0.4110
S  -1.1752  1.4619  0.8280
H  -0.3886  -0.7349  -1.1221
H  -1.8254  0.0891  -1.7321
H  -1.9240  -1.5924  -1.2209
H  -1.4325  -0.8816  1.1569
H  -2.9126  -0.1215  0.5453

Atomic partial charges in e from the Löwdin method, atoms 1 to 8: C -0.1522; N 0.0140; H 0.0660; H 0.0607; H -0.1869; H 0.0335; C -0.1853; C -0.6103

---

# 3
The following is a quantum chemistry calculation of C35H24Cl5N8O2STc as an isolated structure, from OMol25.

Output
* frontier orbital gap (alpha / beta): 6.5 / 7.2 eV
* lowest unoccupied orbital energy (alpha / beta): -2.79 / -3.52 eV
* spin multiplicity: 4
* total charge: +1
* HOMO energy (alpha / beta): -9.3 / -10.7 eV
* ⟨S²⟩: 3.780

CARTESIAN COORDINATES (ANGSTROEM)
Tc  -0.1109  -0.3539  -0.2500
C  2.5605  -1.9670  4.6559
C  2.8528  -1.0122  3.6933
C  2.1893  -1.0247  2.4755
C  1.2239  -1.9916  2.2120
C  0.9407  -2.9634  3.1736
C  1.6047  -2.9413  4.3888
N  0.5640  -1.9898  0.9608
N  0.4495  -3.2124  0.4345
C  -0.1186  -3.2188  -0.7854
C  -0.3030  -4.4502  -1.4527
C  -0.8381  -4.4639  -2.7073
C  -1.1839  -3.2487  -3.3221
C  -0.9931  -2.0834  -2.6349
N  -0.4917  -2.0444  -1.3754
H  3.0752  -1.9573  5.6073
H  3.6046  -0.2564  3.8822
H  2.4468  -0.2978  1.7094
H  0.1987  -3.7195  2.9574
H  1.3718  -3.6886  5.1364
H  -0.0066  -5.3515  -0.9360
H  -0.9844  -5.4009  -3.2281
H  -1.5908  -3.2146  -4.3216
H  -1.2231  -1.1310  -3.0800
S  -3.0090  3.3717  0.9061
C  -1.7258  4.3703  0.3902
C  -0.5268  3.7234  0.3906
C  -0.6894  2.3904  0.8240
C  -1.9615  2.0362  1.1521
C  -2.4449  0.7210  1.5681
C  -3.5140  0.6263  2.4514
C  -4.0124  -0.6134  2.7953
C  -3.4154  -1.7419  2.2575
C  -2.3428  -1.5792  1.4095
N  -1.8555  -0.3802  1.0522
H  -1.9238  5.3892  0.0962
H  0.4150  4.1606  0.0915
H  -3.9363  1.5314  2.8651
H  -4.8484  -0.6980  3.4766
H  -3.7644  -2.7374  2.4906
H  -1.8546  -2.4409  0.9816
Cl  1.6393  1.8081  -2.3482
C  -0.0896  1.9749  -2.3892
C  -0.8973  1.0092  -1.7836
C  -2.2751  1.2020  -2.0034
Cl  -3.4404  -0.0129  -1.5375
C  -2.8132  2.3251  -2.6300
Cl  -4.5100  2.5226  -2.8002
C  -1.9580  3.3169  -3.1001
Cl  -2.5953  4.7620  -3.7661
C  -0.5858  3.1258  -3.0056
Cl  0.4670  4.3506  -3.5974
N  3.4478  -3.5433  -0.4458
C  4.3695  -2.6625  -0.8426
N  5.6325  -3.0746  -0.9918
N  4.1263  -1.3844  -1.1222
C  2.9304  -0.9294  -0.9498
N  1.8795  -0.4561  -0.8189
H  3.7000  -4.4921  -0.2288
H  2.4781  -3.2915  -0.3094
H  5.9178  -4.0199  -0.8132
H  6.3117  -2.4051  -1.3101
O  0.1827  1.1094  3.1917
C  0.8647  1.5495  2.3343
O  0.3847  1.4923  0.9519
C  2.1638  2.2244  2.4230
C  2.6491  2.5129  3.6994
C  3.8759  3.1359  3.8354
C  4.6184  3.4570  2.7041
C  4.1389  3.1603  1.4350
C  2.9059  2.5465  1.2861
H  2.0557  2.2458  4.5638
H  4.2557  3.3734  4.8199
H  5.5784  3.9443  2.8140
H  4.7238  3.4117  0.5605
H  2.5269  2.3092  0.3011

Atomic partial charges in e from the Löwdin method, atoms 1 to 8: Tc 1.4780; C -0.0741; C -0.0696; C -0.0615; C -0.2719; C -0.0253; C -0.0705; N -0.1481

---

# 4
The following is a quantum chemistry calculation of C6H10N2O as an isolated structure at a distorted geometry, from OMol25.

Output
* frontier orbital gap: 8.5 eV
* lowest unoccupied orbital energy: 0.39 eV
* total charge: 0
* HOMO energy: -8.1 eV

CARTESIAN COORDINATES (ANGSTROEM)
C  -2.3446  0.3946  -0.4870
C  -1.6867  -0.3263  0.7490
C  1.2776  -1.3874  -0.7700
C  1.8440  -0.1729  -0.1380
C  1.1432  1.1801  -0.6453
C  0.6749  0.3062  0.5204
H  -3.4882  0.3518  -0.1528
H  -2.2709  -0.1521  -1.4813
H  -2.1175  1.5179  -0.3880
H  -1.8878  -0.0044  1.7939
H  -2.1833  -1.3963  0.9426
H  1.5607  -1.8626  -1.6803
H  3.2066  -0.2064  1.6561
H  1.6027  2.2216  -0.4224
H  0.6108  1.0880  -1.6335
H  1.1402  0.9222  1.4149
N  -0.2412  -0.7791  0.6061
N  0.0614  -1.6411  -0.2899
O  3.0981  -0.0539  0.4055

Atomic partial charges in e from the Löwdin method, atoms 1 to 8: C -0.1051; C -0.2027; C -0.0289; C -0.5302; C 0.0181; C -0.2778; H 0.0959; H 0.0834

---

# 5
The following is a quantum chemistry calculation of C24H31BBr63INO5Si2 as an isolated structure, from OMol25.

Output
* frontier orbital gap: 5.3 eV
* lowest unoccupied orbital energy: 0.57 eV
* total charge: -1
* HOMO energy: -4.7 eV

CARTESIAN COORDINATES (ANGSTROEM)
C  -1.3436  -4.7622  0.4519
N  -0.8072  -4.3030  -0.8386
C  0.0411  -3.1084  -0.6412
B  -1.8582  -3.9035  -1.7720
O  -1.5995  -4.1071  -3.1220
Si  -3.6075  -3.0562  -1.1988
O  -3.3161  -2.0392  0.1511
Si  -3.3415  -0.4326  -0.0032
O  -1.8204  0.1832  0.0354
I  -4.5189  0.4605  1.9791
C  -4.7906  -4.4560  -0.6489
O  -5.6434  -4.0902  0.1907
O  -4.5947  -5.5854  -1.1370
H  -0.5691  -5.3019  0.9935
H  -1.6520  -3.9335  1.0957
H  -2.1896  -5.4243  0.3029
H  0.3937  -3.0880  0.3833
H  0.8880  -3.1374  -1.3215
H  -0.5303  -2.1873  -0.8060
H  -1.4098  -3.2761  -3.5736
H  -4.1531  -2.2592  -2.3350
H  -4.0682  0.0584  -1.1731
H  -1.2868  -0.2600  0.7051
C  2.5133  -0.1265  1.1253
Br  4.0272  -1.1733  0.5790
Br  1.7622  0.8826  -0.3297
Br  1.1556  -1.2049  1.9367
H  2.8615  0.5795  1.8633
C  6.1698  0.2102  -3.0181
Br  4.7093  -0.9670  -3.4454
Br  7.0732  0.8398  -4.5991
Br  5.6189  1.6598  -1.8842
H  6.8935  -0.3697  -2.4621
C  -8.4928  -4.4728  -0.3600
Br  -9.4838  -5.9340  -1.1401
Br  -8.9034  -2.7974  -1.2021
Br  -8.7511  -4.3750  1.5372
H  -7.4317  -4.6556  -0.5209
C  9.7443  -2.2111  -3.3564
Br  8.2316  -3.3322  -3.7456
Br  10.5639  -1.5370  -4.9577
Br  9.2549  -0.7835  -2.1671
H  10.4767  -2.8173  -2.8462
C  9.1094  4.0901  -0.6112
Br  8.2814  3.1303  0.8353
Br  10.4401  3.0153  -1.4899
Br  7.8129  4.7374  -1.8682
H  9.6107  4.9435  -0.1816
C  -10.6888  -9.8912  -1.0847
Br  -11.0178  -9.1598  -2.8329
Br  -8.8285  -9.8173  -0.6217
Br  -11.7818  -9.0378  0.2471
H  -10.9733  -10.9312  -1.1122
C  6.7155  -0.6082  -8.5474
Br  4.9895  0.2046  -8.3084
Br  8.1234  0.6998  -8.4522
Br  7.0049  -2.0435  -7.3103
H  6.7393  -1.0310  -9.5398
C  2.4112  -6.8423  2.9516
Br  1.1529  -7.9413  2.0116
Br  2.3982  -5.0504  2.2597
Br  2.0975  -6.8710  4.8523
H  3.3954  -7.2511  2.7844
C  1.9915  2.9138  -3.7654
Br  0.3418  1.9416  -3.9083
Br  3.2238  2.4193  -5.1492
Br  1.7001  4.8147  -3.7222
H  2.4464  2.6399  -2.8233
C  -6.2400  4.6931  3.1823
Br  -5.4205  5.8342  4.4967
Br  -5.0813  4.4317  1.6770
Br  -6.8131  3.0175  3.9398
H  -7.1267  5.2006  2.8335
C  -2.6705  -10.0345  2.7002
Br  -1.7265  -8.9457  3.9639
Br  -1.5986  -10.3852  1.1419
Br  -3.3049  -11.6676  3.4990
H  -3.5361  -9.4760  2.3742
C  -0.9203  -3.2987  -6.5615
Br  0.4190  -3.4797  -7.9301
Br  -0.5394  -1.8096  -5.4045
Br  -2.6857  -3.1805  -7.3007
H  -0.8836  -4.1890  -5.9492
C  -9.3678  4.8379  6.4204
Br  -9.2981  6.7574  6.3488
Br  -9.5791  4.2029  8.2221
Br  -10.7315  4.1456  5.2577
H  -8.4188  4.4667  6.0588
C  11.4241  0.1849  2.2234
Br  9.8891  -0.8751  1.7607
Br  12.3849  0.7610  0.6622
Br  10.9419  1.6770  3.3330
H  12.0869  -0.4440  2.7969
C  -2.3677  8.4873  5.3828
Br  -3.3177  7.5095  6.7366
Br  -0.9569  7.4443  4.6085
Br  -3.5589  9.1592  4.0350
H  -1.9161  9.3456  5.8583
C  -5.5049  5.3138  -2.1908
Br  -3.9539  4.2022  -2.4108
Br  -5.7630  6.4890  -3.6934
Br  -7.0734  4.2715  -1.8215
H  -5.3269  5.9363  -1.3265
C  -1.9258  12.9751  5.8024
Br  -2.8806  11.9908  7.1513
Br  -0.5158  11.9249  5.0226
Br  -3.1101  13.6776  4.4649
H  -1.4603  13.8155  6.2934
C  10.0158  5.1200  5.9275
Br  8.4883  4.0487  5.4684
Br  10.9891  5.6782  4.3655
Br  9.5277  6.6164  7.0294
H  10.6785  4.4981  6.5092
C  -0.1823  5.7271  -0.5100
Br  -0.3280  6.5951  1.2004
Br  -0.4826  3.8376  -0.3555
Br  -1.3381  6.5344  -1.8185
H  0.8323  5.8626  -0.8531
C  7.3214  4.2915  -6.8354
Br  6.8795  5.1684  -8.4863
Br  9.2146  3.9842  -6.6804
Br  6.6494  5.2550  -5.3198
H  6.8393  3.3233  -6.8488
C  -7.9530  -8.0199  4.1650
Br  -6.7560  -9.4210  3.6153
Br  -7.0864  -6.3109  4.1634
Br  -9.5431  -7.9984  3.0876
H  -8.2491  -8.2370  5.1792

Atomic partial charges in e from the Löwdin method, atoms 1 to 8: C -0.0956; N -0.1244; C -0.1118; B -0.5868; O 0.0571; Si 0.7043; O -0.3881; Si -0.1247